Here is C3H6N2O in the gas phase from OMol25. Energies are from ωB97M-V with the def2-TZVPD basis set.

E_LUMO ... 0.54 eV
Net charge ... 0
Frontier orbital gap ... 10.9 eV
Energy ... -8235.0049 eV
ΔE to the lowest compared entry with this formula, charge and spin ... 39.1 kcal per mole

Positions of all 12 atoms, in Å:
N: 2.328 -0.027 -1.567
C: 1.507 -0.206 -0.771
C: 0.452 -0.341 0.265
N: 0.420 0.792 1.174
C: -0.932 -0.591 -0.433
O: -2.014 0.067 0.165
H: 0.702 -1.222 0.862
H: 1.325 0.884 1.627
H: 0.255 1.653 0.662
H: -0.857 -0.339 -1.497
H: -1.160 -1.658 -0.368
H: -2.025 0.988 -0.119

These are the Löwdin partial charges, in e, on atoms 1 to 6: N 0.142; C -0.191; C -0.365; N 0.044; C -0.223; O -0.051